[1]
Formula: C33H38N5Yb
Source: the Open Molecules 2025 dataset
Level of theory: wB97M-V/def2-TZVPD

Multiplicity: 2
Highest occupied orbital energy (alpha / beta) in eV: -14.18 / -14.21
<S²>: 0.75
Orbital gap (alpha / beta) in eV: 8.6 / 8.6
Net charge: +2

CARTESIAN COORDINATES (ANGSTROEM)
Yb: 0.02082 -0.19512 0.18906
C: -2.19862 0.83350 0.92485
C: -1.59495 0.28471 2.07434
C: -0.42414 1.02875 2.34743
C: -0.30007 2.02582 1.36182
C: -1.39484 1.90184 0.47690
H: -3.14014 0.52610 0.49613
H: -2.00920 -0.49564 2.69486
H: 0.22120 0.90414 3.20254
H: 0.46306 2.78794 1.32283
H: -1.61910 2.56284 -0.34729
N: -1.41117 -2.56907 -0.10274
C: -2.17472 -1.84768 -1.07475
C: -3.45989 -2.22116 -1.42706
C: -4.12945 -1.44332 -2.35120
C: -3.49966 -0.32837 -2.89229
C: -2.23263 -0.01912 -2.45568
N: -1.57506 -0.76294 -1.55131
C: -0.20081 -3.17494 -0.58417
C: -0.06526 -4.53364 -0.79331
C: 1.16369 -4.98926 -1.24133
C: 2.19080 -4.08338 -1.47976
C: 1.95848 -2.74730 -1.23242
N: 0.77996 -2.30511 -0.77338
H: -1.98867 -3.23508 0.39224
H: -3.91331 -3.10665 -1.00084
H: -5.13272 -1.71104 -2.65712
H: -3.98759 0.29656 -3.62619
H: -1.72644 0.86729 -2.81473
H: -0.89569 -5.20603 -0.62270
H: 1.31547 -6.04672 -1.41512
H: 3.15583 -4.40838 -1.84147
H: 2.72946 -2.00148 -1.38479
C: 6.96270 -0.67571 2.66862
C: 5.83150 0.00038 3.45658
C: 5.76255 -0.59527 4.86139
C: 6.10658 1.50646 3.57632
C: 4.52522 -0.20525 2.69642
C: 3.46276 -0.95218 3.19271
C: 2.29322 -1.04456 2.46604
N: 2.12871 -0.46939 1.27373
C: 3.16192 0.21398 0.75041
C: 4.34729 0.37309 1.43772
C: 2.95508 0.78726 -0.61486
C: 4.00783 1.19104 -1.40734
C: 3.79014 1.71176 -2.68534
C: 2.46787 1.79364 -3.10906
C: 1.46060 1.36262 -2.27188
N: 1.68079 0.85745 -1.05369
C: 4.97337 2.16027 -3.53525
C: 4.52524 2.66064 -4.90677
C: 5.93068 0.97450 -3.72525
C: 5.69393 3.29831 -2.79628
H: 7.90915 -0.53813 3.19343
H: 7.07195 -0.24539 1.67032
H: 6.78833 -1.74849 2.56505
H: 6.69527 -0.38501 5.38459
H: 5.64059 -1.68042 4.84617
H: 4.95160 -0.15931 5.44932
H: 7.02140 1.65712 4.15159
H: 5.29648 2.02049 4.09850
H: 6.25323 1.98859 2.60767
H: 3.51674 -1.44337 4.15276
H: 1.44432 -1.58499 2.86998
H: 5.14092 0.96865 1.00933
H: 5.02023 1.09121 -1.04414
H: 2.20852 2.18526 -4.08136
H: 0.42778 1.42092 -2.59336
H: 4.01699 1.88239 -5.48156
H: 5.40249 2.96586 -5.47730
H: 3.86683 3.52954 -4.83589
H: 5.43496 0.13878 -4.22416
H: 6.34319 0.61696 -2.77940
H: 6.76881 1.28692 -4.34969
H: 5.03611 4.15668 -2.64590
H: 6.54711 3.62866 -3.39064
H: 6.07348 2.98198 -1.82216

***

[2]
Formula: C33H39BN4O3PPt
Source: the Open Molecules 2025 dataset
Level of theory: wB97M-V/def2-TZVPD

Multiplicity: 5
Highest occupied orbital energy (alpha / beta) in eV: -15.80 / -15.73
<S²>: 6.03
Orbital gap (alpha / beta) in eV: 8.1 / 3.8
Net charge: +3

CARTESIAN COORDINATES (ANGSTROEM)
Pt: -0.08620 -0.30530 0.45180
N: 2.39560 1.86180 0.95240
P: 2.34690 0.26240 0.41980
C: 4.11730 -0.09280 0.20250
C: 4.58820 -0.64070 -0.98590
C: 5.94630 -0.86050 -1.15320
C: 6.83140 -0.52920 -0.13920
C: 6.35650 0.00330 1.05020
C: 5.00450 0.23250 1.23210
C: 1.81640 -0.63540 1.95090
C: 1.31130 0.02620 3.08290
C: 1.15790 -0.67740 4.26590
C: 1.45070 -2.03490 4.32090
C: 1.91820 -2.69650 3.19160
C: 2.09880 -2.00560 2.00810
C: 1.29900 2.69700 0.93910
C: 1.41390 4.04450 1.30160
C: 0.30550 4.85930 1.18460
C: -0.87790 4.32200 0.69180
C: -0.91680 2.97130 0.39600
N: 0.13660 2.17470 0.54020
H: 3.29760 2.31910 1.03950
H: 3.89510 -0.88200 -1.77850
H: 6.31200 -1.27920 -2.07710
H: 7.89130 -0.67850 -0.27830
H: 7.04480 0.24550 1.84580
H: 4.64570 0.63960 2.16740
H: 1.10890 1.08890 3.06490
H: 0.82490 -0.15890 5.15200
H: 1.31180 -2.57310 5.24580
H: 2.15920 -3.74680 3.23430
H: 2.50990 -2.49350 1.13550
H: 2.35590 4.43530 1.65330
H: 0.36530 5.90250 1.45290
H: -1.74720 4.93760 0.53320
H: -1.81410 2.50570 0.02410
C: -7.87720 -1.56110 -2.02390
C: -7.95640 -1.33470 -0.47630
C: -9.18200 -0.47550 -0.20350
C: -8.14580 -2.71570 0.17410
C: -6.64580 -0.72530 -0.08870
C: -6.55600 0.61810 0.35710
C: -5.36620 1.21530 0.70070
C: -4.21110 0.44160 0.58250
O: -2.94010 0.76100 0.79170
B: -2.14080 -0.36510 0.47020
O: -3.00920 -1.38140 0.07170
C: -4.27420 -0.90310 0.13340
C: -5.46590 -1.48990 -0.20670
H: -8.78020 -2.07450 -2.34010
H: -7.01470 -2.15990 -2.29530
H: -7.81550 -0.60110 -2.52880
H: -10.08020 -1.02090 -0.48380
H: -9.17170 0.45140 -0.77260
H: -9.26960 -0.22710 0.85350
H: -9.11360 -3.11960 -0.10670
H: -8.11450 -2.60970 1.25700
H: -7.38670 -3.43390 -0.11650
H: -7.45780 1.19860 0.44890
H: -5.31970 2.23630 1.04450
H: -5.48940 -2.50920 -0.55220
C: -1.26760 -1.67400 -2.64870
N: -1.10390 -3.00560 -2.13410
C: -2.04430 -4.00730 -2.58270
C: -1.91490 -5.26580 -1.74550
C: -0.45170 -5.66760 -1.77240
N: 0.33310 -4.59400 -1.21170
C: 1.62120 -4.92620 -0.66610
C: -0.02430 -3.28560 -1.34550
O: 0.63960 -2.38710 -0.80170
H: -2.31010 -1.50940 -2.90640
H: -0.65450 -1.52510 -3.54340
H: -0.94900 -0.93050 -1.89770
H: -1.85820 -4.23470 -3.63990
H: -3.05290 -3.59200 -2.51280
H: -2.53400 -6.06030 -2.15440
H: -2.22890 -5.07770 -0.71620
H: -0.13090 -5.87850 -2.80150
H: -0.28090 -6.57310 -1.18720
H: 1.56290 -5.86620 -0.11940
H: 1.95420 -4.12840 -0.00690
H: 2.35690 -5.05020 -1.46790

***

Computed energy above the lowest of the compared OMol25 structures with the same formula, charge and spin (kcal/mol) in order:
2.7; 44.8